{
  "formula": "C5H13NO2",
  "method": "ωB97M-V/def2-TZVPD",
  "symbols": ["C", "O", "C", "C", "C", "C", "O", "N", "H", "H", "H", "H", "H", "H", "H", "H", "H", "H", "H", "H", "H"],
  "xyz": [[-0.565917, 1.534889, -1.849279], [-0.057457, 2.861715, -1.409229], [0.125750, 0.415829, -0.825494], [-0.551167, 0.508074, 0.516371], [0.042857, -0.298794, 1.552758], [0.344529, -1.720708, 1.276358], [0.752224, -2.397027, 2.471396], [-0.182756, -0.828279, -1.610811], [-1.595424, 1.716613, -1.896804], [-0.191189, 1.237551, -2.912317], [-0.686028, 3.493456, -1.728625], [1.314844, 0.564368, -0.950827], [-1.649991, 0.417681, 0.359381], [-0.312908, 1.591586, 0.850290], [-0.579230, -0.178193, 2.395639], [1.066106, 0.116280, 1.847569], [1.265311, -1.857510, 0.501284], [-0.639151, -2.134205, 1.051447], [1.685080, -2.765442, 2.382131], [0.505952, -1.347127, -2.088130], [-0.838520, -1.410349, -1.056970]],
  "atomic_forces_ev_per_a": [[4.5740, 0.3653, 0.2576], [0.3356, -1.6002, -0.3937], [0.1939, 0.7900, -4.8234], [0.5573, 3.2168, -1.5826], [3.4632, 0.1600, 1.6870], [1.6952, -1.3701, -0.6667], [1.8745, -0.6578, 0.2251], [-2.4097, 0.3533, 2.3040], [-1.8570, -1.0480, 0.3546], [-0.5199, 0.7358, 1.7930], [-0.3627, 0.6803, -0.2065], [-2.7103, 0.1303, 1.0062], [0.6430, -0.1625, 0.2349], [-0.9849, -1.4197, -0.6752], [-0.5835, -0.4037, 1.4338], [-1.2929, 0.0232, -0.2398], [-2.8262, 0.3264, 1.2217], [0.3179, -0.8607, -0.9829], [-2.0482, 0.8907, 0.0444], [0.9830, -0.3717, -0.0248], [0.9578, 0.2221, -0.9667]],
  "lowdin_charge": [-0.168, -0.117, -0.332, -0.225, -0.264, -0.296, -0.106, 0.004, 0.080, 0.122, 0.050, 0.185, 0.141, 0.152, 0.109, 0.149, 0.167, 0.111, 0.114, 0.049, 0.073],
  "mol_weight_g_mol": 119.2,
  "homo_lumo_gap_ev": 9.649,
  "largest_force_ev_per_a": 4.89,
  "smiles": "N[C@@H](CO)CCCO",
  "e_lumo_ev": 0.799,
  "e_above_lowest_kcal_mol": 80.3
}